{
  "formula": "C3H10N",
  "method": "ωB97M-V/def2-TZVPD",
  "total_charge": 1,
  "orbital_gap_ev": 10.470,
  "lumo_energy_ev": -4.35,
  "relative_energy_ev": 3.945,
  "symbols": ["C", "C", "C", "N", "H", "H", "H", "H", "H", "H", "H", "H", "H", "H"],
  "positions_angstrom": [[1.30342, -0.80004, -0.08849], [-1.25548, -0.53789, -0.09411], [0.09663, 0.02758, 0.33027], [0.07777, 1.39767, -0.09637], [1.11580, -0.87360, -1.15871], [2.27657, -0.49073, 0.22654], [1.13823, -1.81271, 0.20633], [-2.09945, 0.06852, 0.22299], [-1.42828, -1.40587, 0.36706], [-1.34006, -0.58885, -1.27266], [-0.03310, -0.11936, 2.13912], [-0.62991, 1.88356, 0.48678], [-0.37157, 1.49095, -1.08274], [1.14943, 1.76076, -0.18600]],
  "atomic_forces_ev_per_a": [[-2.08, 0.49, -0.64], [0.66, 3.04, -3.10], [-1.24, -2.94, 4.13], [1.99, 2.21, -2.10], [0.96, 0.16, -0.58], [0.48, 0.49, -0.02], [-0.07, -0.62, 0.65], [0.05, 0.52, 0.09], [-0.48, -3.77, 1.22], [0.32, -0.25, 2.17], [0.44, 0.80, -4.08], [1.25, 0.47, 0.02], [1.14, -0.42, 1.52], [-3.42, -0.18, 0.72]],
  "nbo_charge": [-0.68, -0.67, 0.11, -0.76, 0.22, 0.25, 0.27, 0.23, 0.25, 0.21, 0.17, 0.47, 0.45, 0.48]
}

---

{
  "formula": "C3H10N",
  "method": "ωB97M-V/def2-TZVPD",
  "total_charge": 1,
  "orbital_gap_ev": 9.144,
  "lumo_energy_ev": -4.31,
  "relative_energy_ev": 1.599,
  "symbols": ["N", "H", "H", "H", "H", "C", "C", "C", "H", "H", "H", "H", "H", "H"],
  "positions_angstrom": [[1.87467, -0.14814, 2.00865], [2.65487, -0.65095, 2.50122], [2.31303, 0.14498, 1.09844], [1.68887, 0.69716, 2.61930], [0.90426, -0.55124, 1.83087], [-1.02980, -0.50518, -2.03022], [-1.21792, 0.00492, -0.64303], [-0.33846, 0.75797, 0.08992], [-1.95521, -0.32313, -2.53429], [-0.93063, -1.57528, -2.09789], [-0.22219, 0.00927, -2.60187], [-2.04801, -0.39793, -0.03835], [-0.59098, 1.02508, 1.13681], [0.58036, 1.11275, -0.47478]],
  "atomic_forces_ev_per_a": [[0.46, 1.38, 0.36], [-1.48, -0.39, -0.34], [-0.93, -0.03, 0.83], [0.35, -0.75, -1.06], [1.61, -0.23, 0.10], [0.29, 1.15, -0.24], [1.55, -0.11, 2.38], [-0.31, -0.78, -1.80], [-0.63, 0.27, -0.66], [0.34, -0.47, 0.31], [-0.49, -0.44, 0.58], [0.02, 0.28, -0.72], [0.31, 0.14, -0.87], [-1.07, -0.03, 1.13]],
  "nbo_charge": [-0.91, 0.47, 0.47, 0.46, 0.50, -0.67, -0.08, -0.55, 0.25, 0.24, 0.22, 0.21, 0.20, 0.20]
}

---

{
  "formula": "C3H10N",
  "method": "ωB97M-V/def2-TZVPD",
  "total_charge": 1,
  "orbital_gap_ev": 10.218,
  "lumo_energy_ev": -4.00,
  "relative_energy_ev": 0.930,
  "symbols": ["N", "H", "H", "H", "H", "C", "C", "C", "H", "H", "H", "H", "H", "H"],
  "positions_angstrom": [[2.03636, -0.35306, -0.31616], [0.98822, -0.35890, -0.41135], [2.25036, -0.26189, 0.67773], [2.39021, -1.24173, -0.67244], [2.42557, 0.43743, -0.82980], [-0.74074, 1.38631, 0.21905], [-0.96022, -0.05708, 0.57594], [-1.11721, -1.02170, -0.32489], [0.02028, 1.85509, 0.83909], [-0.47996, 1.51256, -0.83012], [-1.65125, 1.96086, 0.39286], [-1.05026, -0.28673, 1.63010], [-1.24953, -2.05094, -0.02748], [-1.23322, -0.78108, -1.37693]],
  "atomic_forces_ev_per_a": [[-0.53, 0.05, -0.08], [0.19, -0.13, 0.20], [0.10, -0.03, 0.00], [0.16, 0.07, -0.02], [0.14, -0.06, -0.05], [-0.34, -0.04, 0.07], [-0.03, 0.40, -0.13], [-0.09, -0.05, -0.02], [0.15, 0.02, 0.11], [-0.02, 0.01, -0.13], [-0.03, 0.03, 0.03], [0.22, -0.11, 0.13], [-0.17, -0.08, -0.01], [0.27, -0.07, -0.09]],
  "nbo_charge": [-0.89, 0.47, 0.45, 0.46, 0.45, -0.68, -0.18, -0.44, 0.22, 0.21, 0.27, 0.22, 0.23, 0.21]
}

---

{
  "formula": "C3H10N2",
  "method": "ωB97M-V/def2-TZVPD",
  "orbital_gap_ev": 9.277,
  "lumo_energy_ev": 1.06,
  "smiles": "C=N.CNC",
  "relative_energy_ev": 1.631,
  "symbols": ["C", "N", "H", "H", "H", "C", "N", "C", "H", "H", "H", "H", "H", "H", "H"],
  "positions_angstrom": [[2.92649, 0.16697, 0.98485], [2.85640, 0.77324, 2.08557], [3.72841, -0.52715, 0.72298], [2.18742, 0.26505, 0.19070], [3.70416, 0.57461, 2.62455], [-0.82333, 0.16281, -1.62116], [-2.06138, 0.12579, -0.89992], [-2.10246, -0.61182, 0.33716], [-0.83609, 0.91008, -2.41508], [-0.57885, -0.80072, -2.07242], [0.04540, 0.43490, -0.99281], [-2.64293, 0.94001, -0.97530], [-1.41330, -1.44976, 0.28505], [-1.86618, -0.01032, 1.23102], [-3.12376, -0.95369, 0.51483]],
  "atomic_forces_ev_per_a": [[0.26, -0.53, -0.47], [0.17, 0.31, -0.04], [0.21, 0.06, 0.04], [-0.34, 0.22, 0.33], [-0.31, -0.07, 0.14], [0.68, 0.40, 0.27], [-0.19, -0.42, -0.58], [-0.50, 0.76, 0.32], [-0.25, -0.08, -0.04], [-0.12, -0.12, -0.05], [-0.11, -0.02, 0.04], [0.14, 0.06, 0.23], [-0.08, -0.15, 0.01], [0.37, -0.06, -0.13], [0.07, -0.37, -0.07]],
  "nbo_charge": [-0.04, -0.58, 0.14, 0.16, 0.33, -0.40, -0.65, -0.40, 0.20, 0.18, 0.15, 0.37, 0.19, 0.17, 0.19]
}

---

{
  "formula": "C3H10N2",
  "method": "ωB97M-V/def2-TZVPD",
  "orbital_gap_ev": 9.214,
  "lumo_energy_ev": 1.05,
  "smiles": "C=CN.CN",
  "relative_energy_ev": 1.431,
  "symbols": ["C", "C", "N", "H", "H", "H", "H", "H", "C", "N", "H", "H", "H", "H", "H"],
  "positions_angstrom": [[1.53109, -1.43965, -1.11541], [1.25260, -2.05270, 0.04317], [1.10018, -1.35823, 1.22663], [1.50957, -0.36231, -1.20363], [1.21978, -1.97724, -2.00841], [1.07708, -3.11679, 0.14730], [1.29594, -1.67495, 2.16090], [1.11126, -0.35685, 1.14837], [-1.96610, 1.92894, -0.77724], [-1.32010, 2.30716, 0.50548], [-2.21411, 2.85348, -1.28175], [-1.34943, 1.22020, -1.31524], [-2.96554, 1.50210, -0.59811], [-1.55198, 1.59006, 1.20043], [-1.90891, 3.02307, 0.94357]],
  "atomic_forces_ev_per_a": [[-1.51, -0.72, -0.41], [0.30, 0.54, 0.71], [-0.22, 0.58, 0.24], [0.38, 0.13, 0.18], [0.69, -0.02, -0.07], [0.13, -0.04, -0.28], [0.09, -0.53, -0.37], [0.12, 0.11, -0.02], [-0.99, 0.27, 1.32], [-0.93, -0.21, 0.92], [0.58, 0.04, -0.71], [0.06, 0.21, -0.32], [0.26, -0.36, -0.15], [0.64, -0.42, -0.45], [0.41, 0.43, -0.59]],
  "nbo_charge": [-0.55, 0.03, -0.83, 0.19, 0.20, 0.19, 0.39, 0.38, -0.42, -0.82, 0.19, 0.20, 0.17, 0.34, 0.34]
}

---

{
  "formula": "C3H10N2",
  "method": "ωB97M-V/def2-TZVPD",
  "orbital_gap_ev": 8.631,
  "lumo_energy_ev": 0.32,
  "relative_energy_ev": 5.826,
  "symbols": ["N", "C", "C", "C", "N", "H", "H", "H", "H", "H", "H", "H", "H", "H", "H"],
  "positions_angstrom": [[0.85639, -0.37451, -1.61819], [-0.47729, -1.18605, -0.60586], [-0.77790, -0.37292, 0.64865], [0.34839, 0.51310, 1.20108], [0.62065, 1.79092, 0.52065], [1.08177, 0.16733, -2.44511], [1.11266, 1.43924, -0.29755], [-1.41867, -1.58785, -0.91231], [-0.22344, -0.64178, -1.72116], [-1.05369, -1.09364, 1.42670], [-1.57605, 0.37481, 0.41180], [0.35105, 0.81020, 2.27723], [1.23857, -0.12283, 1.16900], [0.15135, -2.00562, -0.31590], [-0.23380, 2.28959, 0.26095]],
  "atomic_forces_ev_per_a": [[1.24, -1.83, 2.66], [1.30, 0.48, 3.20], [-0.27, 2.23, -0.41], [1.12, 0.33, 1.14], [0.34, -1.11, -0.22], [-1.94, 0.39, -0.62], [-0.41, 0.84, -0.52], [-0.63, 0.00, -1.46], [-0.35, 0.68, -2.56], [-0.40, 0.04, -0.23], [-0.04, -1.01, 0.38], [-1.14, -0.84, -0.46], [0.32, 0.38, -0.32], [0.50, -0.18, -0.53], [0.36, -0.40, -0.04]],
  "nbo_charge": [-1.07, -0.14, -0.44, -0.23, -0.85, 0.40, 0.39, 0.23, 0.30, 0.23, 0.20, 0.20, 0.20, 0.23, 0.34]
}

---

{
  "formula": "C3H10N2",
  "method": "ωB97M-V/def2-TZVPD",
  "orbital_gap_ev": 9.161,
  "lumo_energy_ev": 0.92,
  "smiles": "C=CN.CN",
  "relative_energy_ev": 3.569,
  "symbols": ["C", "C", "N", "H", "H", "H", "H", "H", "C", "N", "H", "H", "H", "H", "H"],
  "positions_angstrom": [[-2.38368, 1.22480, 2.51003], [-1.61653, 0.27348, 2.06379], [-0.25218, 0.44449, 1.80315], [-2.42329, 2.18834, 2.02980], [-3.25149, 1.02940, 3.21671], [-1.94391, -0.74468, 1.76642], [0.38428, -0.17575, 2.19267], [0.01185, 1.14739, 2.49097], [1.86491, -0.64764, -1.96364], [1.42409, -1.09260, -3.38660], [2.20396, -1.66381, -1.47308], [2.86363, -0.08133, -2.36600], [1.01040, -0.15561, -1.50292], [1.64159, -0.40508, -4.06325], [0.46637, -1.34141, -3.31804]],
  "atomic_forces_ev_per_a": [[-3.58, 1.30, 1.37], [1.74, -3.45, -0.72], [-0.32, 3.10, -0.19], [1.12, 0.84, 0.91], [0.56, -0.20, -1.86], [-0.01, 0.23, 1.36], [0.64, -3.00, -0.09], [-0.15, 1.16, -0.80], [2.69, -2.10, -3.74], [0.88, -0.73, 2.53], [-0.73, 2.37, -0.40], [-2.44, -0.70, 2.31], [0.81, 0.45, 0.55], [-0.36, 0.72, -0.56], [-0.86, 0.01, -0.67]],
  "nbo_charge": [-0.56, 0.04, -0.82, 0.22, 0.21, 0.18, 0.38, 0.36, -0.44, -0.86, 0.20, 0.20, 0.20, 0.35, 0.35]
}

---

{
  "formula": "C3H10N2",
  "method": "ωB97M-V/def2-TZVPD",
  "orbital_gap_ev": 9.956,
  "lumo_energy_ev": 1.14,
  "smiles": "C=NC.CN",
  "relative_energy_ev": 1.462,
  "symbols": ["C", "N", "C", "H", "H", "H", "H", "H", "C", "N", "H", "H", "H", "H", "H"],
  "positions_angstrom": [[0.24573, -2.04746, -0.06245], [-0.80324, -1.51340, -0.50048], [-1.95665, -1.41059, 0.37375], [1.15679, -1.96716, -0.65305], [0.34478, -2.52609, 0.91047], [-2.78257, -0.97683, -0.17779], [-2.27854, -2.38685, 0.73919], [-1.72072, -0.72524, 1.18342], [0.75110, 2.22648, 0.12492], [1.78090, 1.49197, -0.58976], [0.95434, 3.29028, 0.09208], [-0.23558, 2.02971, -0.30687], [0.72932, 1.90177, 1.16577], [1.48205, 0.63212, -1.02268], [2.33229, 1.98131, -1.27653]],
  "atomic_forces_ev_per_a": [[0.22, 0.25, -0.11], [0.24, 0.43, -0.20], [-0.10, -0.20, -0.28], [-0.07, -0.31, -0.14], [-0.11, -0.07, 0.29], [-0.14, 0.02, -0.11], [0.06, 0.01, 0.27], [-0.04, -0.10, 0.29], [-0.12, -0.54, -0.45], [0.79, -0.47, -0.08], [-0.01, 0.15, 0.04], [-0.08, 0.27, 0.10], [-0.03, 0.12, 0.09], [-0.34, 0.02, 0.17], [-0.27, 0.41, 0.13]],
  "nbo_charge": [-0.05, -0.39, -0.45, 0.17, 0.14, 0.20, 0.19, 0.20, -0.41, -0.86, 0.19, 0.18, 0.18, 0.36, 0.36]
}